This record from OMol25 describes a single C9H14N4O2 molecule at a distorted geometry. The level of theory is ωB97M-V/def2-TZVPD.

```
29
Properties=species:S:1:pos:R:3:forces:R:3
C 0.5807 -0.0126 3.5627 0.95 -0.69 -0.40
O 0.6497 0.9773 2.5951 -0.72 0.94 -3.04
N 0.4446 0.5508 1.2567 -0.19 -0.81 2.99
C 0.5631 1.3842 0.3195 0.14 -0.35 1.04
C 0.4582 0.8548 -1.0821 -0.74 0.32 0.67
O 0.8443 1.5646 -1.9573 0.56 0.27 -1.45
C -0.1700 -0.4784 -1.2629 1.65 -0.72 0.32
C -1.5629 -0.5050 -0.6624 -1.45 -0.90 0.84
C -0.2845 -0.8595 -2.7109 0.45 -2.44 -2.38
C 0.7710 -1.4813 -0.5132 0.85 -0.27 0.44
N 0.8765 2.6988 0.5100 0.36 0.76 -0.40
C 1.0116 3.6583 -0.4141 -1.39 1.98 -2.28
N 1.3332 4.7887 0.1411 0.26 0.88 0.00
C 1.4285 4.4821 1.4476 0.41 -1.89 -0.29
N 1.1888 3.2130 1.7125 0.21 0.91 0.84
H 0.3655 0.5554 4.3987 -0.51 1.02 2.04
H 1.5680 -0.4132 3.7207 0.37 -0.67 -0.06
H -0.1691 -0.7690 3.5007 -0.57 -0.55 -0.72
H -2.0662 -1.4659 -0.9688 0.41 0.99 -0.03
H -1.5658 -0.5716 0.4509 0.15 0.41 -0.87
H -2.2008 0.3515 -0.9915 0.49 -0.63 0.22
H -0.3895 -2.0249 -2.7433 -0.95 1.95 0.25
H -1.1525 -0.2927 -3.1416 0.82 -0.92 -0.10
H 0.6040 -0.9036 -3.4596 -1.02 1.32 1.69
H 0.1090 -2.3069 -0.2841 0.10 -0.53 0.20
H 1.6311 -1.8975 -1.1338 -1.10 0.84 0.61
H 1.1194 -1.0277 0.4765 -0.29 -1.29 -1.91
H 0.6465 3.7070 -1.4593 0.68 -0.86 1.02
H 1.8543 5.0806 2.1979 0.04 0.96 0.76
```
Positions in Å, forces in eV/Å.

Frontier orbital gap, eV: 9.3378
Total charge: 0
DFT total energy, eV: -19611.1793
SMILES string: CO/N=C(/C(=O)C(C)(C)C)n1cncn1
Energy relative to the best compared isomer or geometry (same formula, charge and spin), kJ/mol: 287.7
LUMO, Ha: -0.0025
Multiplicity: 1

This record from OMol25 describes a molecular structure, C9H14N4O4 at a distorted geometry. The level of theory is ωB97M-V/def2-TZVPD.

```
31
Properties=species:S:1:pos:R:3:forces:R:3
C 0.7030 0.7909 -0.2575 4.54 1.27 -0.04
C -0.2417 0.0183 0.6631 -1.15 1.19 -2.20
C 2.1258 1.1347 0.3973 0.48 2.55 0.39
C 3.1519 0.1044 0.2182 0.93 0.08 1.05
C 3.0283 -1.1780 0.5615 0.10 -6.42 -2.25
C 4.9476 -0.9141 -0.5195 0.25 3.07 -1.23
C -2.6976 -0.2947 0.6150 -1.58 1.67 -4.84
C -3.2479 -1.4795 -0.1308 0.09 -0.73 -0.35
C -3.9072 0.5718 0.5859 -0.88 3.70 1.15
H 0.3358 2.7652 0.2343 -1.25 -1.14 -0.50
H 1.1803 2.6755 -0.9781 -2.88 -1.60 -0.49
H 1.1417 0.1965 -1.1993 -1.92 1.06 1.76
H 2.3963 2.0493 -0.2741 0.58 -1.84 1.40
H 2.2460 1.5687 1.4801 -1.11 -0.88 -1.75
H 2.3682 -2.0815 0.7715 -0.16 2.51 0.37
H 5.7489 -1.3104 -1.1158 0.93 1.29 -0.09
H 4.0979 -3.0428 -0.5584 0.51 5.30 2.08
H -1.3501 0.9381 -0.7774 -1.51 -1.75 2.60
H -2.3548 -0.5776 1.4791 0.66 -1.87 5.63
H -3.6464 1.7351 0.9305 -0.65 -3.26 -0.03
H -4.7095 0.0142 1.1396 0.70 1.17 -0.04
H -4.9613 1.5359 -0.6304 0.28 -0.67 -0.77
H -2.7185 -2.5597 -1.5489 -0.48 -1.46 -1.14
N 0.2307 2.1858 -0.6473 2.50 1.41 0.34
N 4.4150 0.3327 -0.2719 1.36 -1.45 -1.62
N 4.1556 -1.8395 -0.1405 -3.70 -5.48 1.45
N -1.5229 0.3204 0.1361 3.33 1.15 -1.97
O 0.1313 -0.6708 1.5877 -1.00 0.21 -0.33
O -4.3526 -1.9336 0.1581 3.03 -0.23 -1.60
O -4.3775 0.7655 -0.7743 -0.01 0.56 0.90
O -2.3165 -1.8208 -1.1336 -1.99 0.59 2.14
```
Positions in Å, forces in eV/Å.

Frontier orbital gap, eV: 9.0811
Total charge: 0
DFT total energy, eV: -23705.4097
Energy relative to the best compared isomer or geometry (same formula, charge and spin), kJ/mol: 629.7
LUMO, Ha: 0.0131
Multiplicity: 1

This record from OMol25 describes a gas-phase ion, C9H14N5 (charge +1) at a distorted geometry. The level of theory is ωB97M-V/def2-TZVPD.

```
28
Properties=species:S:1:pos:R:3:forces:R:3
C 0.5127 1.9520 -0.6674 1.93 -2.72 0.61
C 0.8082 0.8709 -1.3972 0.49 -1.07 -1.18
N 0.4743 0.6278 -2.7611 1.37 2.42 2.94
C 1.7509 -0.2415 -0.9857 1.35 -0.81 0.13
N 3.0963 0.1259 -0.8580 -0.62 -2.60 -0.41
C 1.3975 -1.5597 -0.9105 -0.68 2.97 -0.05
N -0.0255 -1.8767 -0.9463 -1.44 1.87 -2.82
N -0.9450 -0.7774 -0.7178 -0.98 0.75 -0.92
C -1.1681 -0.4144 0.5093 -0.21 0.28 0.35
C -0.5397 -0.9028 1.6790 -2.20 0.97 0.10
C -0.9686 -0.5515 2.9197 1.43 0.14 -0.90
C -1.9038 0.5006 3.0280 -0.46 -0.80 -1.84
C -2.5014 1.0434 1.9130 1.11 -0.45 0.14
N -2.1161 0.5948 0.6919 1.20 -0.70 -0.29
H 0.0180 2.6976 -1.1767 -1.12 2.00 -0.25
H 0.9277 1.9028 0.3504 -0.52 0.87 -0.52
H 0.4920 -0.2731 -3.1048 -0.08 -1.70 -0.82
H -0.1640 1.2877 -3.0930 -1.13 0.58 -1.07
H 3.8641 -0.4423 -1.2508 -1.05 -0.03 0.62
H 3.3232 1.0539 -0.9645 0.07 2.52 -0.34
H 2.0752 -2.3452 -0.9872 0.84 -1.35 0.26
H -0.3738 -2.0647 -1.9858 0.89 -0.74 2.93
H -0.3222 -2.4852 -0.2225 0.06 -2.10 0.23
H 0.2332 -1.5466 1.5473 2.21 -1.90 -0.17
H -0.3628 -1.0289 3.7173 -1.08 0.75 0.00
H -2.1225 0.7622 3.9773 -1.16 1.29 2.72
H -3.2143 1.8517 1.7687 0.13 -0.07 1.02
H -2.2453 1.2388 -0.0724 -0.33 -0.38 -0.47
```
Positions in Å, forces in eV/Å.

Frontier orbital gap, eV: 8.5808
Total charge: +1
DFT total energy, eV: -17000.5501
SMILES string: C=C(N)/C(N)=C\[NH2+]/N=c1\cccc[nH]1
Energy relative to the best compared isomer or geometry (same formula, charge and spin), kJ/mol: 437.4
LUMO, Ha: -0.1165
Multiplicity: 1